{
  "formula": "C3H15NO3",
  "method": "ωB97M-V with the def2-TZVPD basis set",
  "homo_ev": -9.49,
  "relative_energy_ev": 0.866,
  "smiles": "CCCN.O.O.O",
  "lumo_ev": 0.20,
  "multiplicity": 1,
  "symbols": ["C", "C", "C", "N", "H", "H", "H", "H", "H", "H", "H", "H", "H", "O", "H", "H", "O", "H", "H", "O", "H", "H"],
  "xyz": [[-0.420, -2.110, -1.389], [-1.824, -2.724, -1.366], [-2.574, -2.638, -0.027], [-1.971, -3.367, 1.103], [-0.456, -1.079, -1.764], [0.255, -2.692, -2.015], [0.012, -2.023, -0.401], [-2.443, -2.211, -2.117], [-1.762, -3.763, -1.718], [-3.603, -2.925, -0.202], [-2.540, -1.587, 0.267], [-1.030, -2.993, 1.252], [-1.816, -4.335, 0.844], [1.213, 3.906, 0.089], [1.712, 3.291, 0.655], [0.664, 3.284, -0.407], [3.345, 2.093, 0.922], [3.441, 1.624, 1.773], [4.185, 1.868, 0.499], [1.948, 6.503, 1.278], [2.237, 5.953, 2.017], [1.428, 5.923, 0.708]],
  "atomic_forces_ev_per_a": [[-0.3, 0.4, -0.1], [-0.2, -0.2, -0.4], [1.1, 0.3, -0.1], [0.2, 0.1, -0.4], [0.1, -0.2, -0.1], [0.1, 0.1, 0.0], [0.2, -0.2, 0.3], [0.1, -0.1, 0.1], [-0.1, 0.0, 0.3], [-0.2, -0.2, 0.3], [-0.4, 0.1, 0.0], [-0.4, -0.1, 0.1], [-0.1, -0.1, 0.0], [-0.2, -0.8, 0.1], [0.3, 0.4, -0.2], [0.0, 0.4, -0.1], [0.5, -0.7, 0.8], [-0.3, 0.4, -0.4], [-0.2, 0.3, -0.3], [0.0, 0.2, 0.2], [-0.1, 0.0, -0.3], [0.1, -0.2, 0.1]]
}

---

{
  "formula": "C8H17F3N4O10",
  "method": "ωB97M-V with the def2-TZVPD basis set",
  "homo_ev": -10.56,
  "smiles": "CCOC(=O)C(F)(F)F.C[N+](=O)[O-].C[N+](=O)[O-].C[N+](=O)[O-].C[N+](=O)[O-]",
  "lumo_ev": -0.31,
  "multiplicity": 1,
  "symbols": ["C", "C", "O", "C", "O", "C", "F", "F", "F", "H", "H", "H", "H", "H", "C", "N", "O", "O", "H", "H", "H", "C", "N", "O", "O", "H", "H", "H", "C", "N", "O", "O", "H", "H", "H", "C", "N", "O", "O", "H", "H", "H"],
  "xyz": [[-8.869, 1.460, 1.362], [-8.087, 0.545, 0.440], [-6.818, 0.184, 0.943], [-6.752, -0.961, 1.717], [-7.710, -1.623, 2.127], [-5.368, -1.350, 2.031], [-5.326, -2.174, 3.114], [-4.694, -1.875, 1.070], [-4.670, -0.196, 2.393], [-9.068, 2.389, 0.827], [-8.336, 1.640, 2.295], [-9.820, 0.945, 1.500], [-7.788, 1.006, -0.502], [-8.597, -0.373, 0.148], [4.821, -7.146, 0.322], [3.628, -7.889, 0.844], [2.614, -7.932, 0.229], [3.880, -8.283, 1.987], [4.639, -6.727, -0.667], [5.625, -7.877, 0.410], [5.052, -6.282, 0.945], [-3.090, 7.109, -1.507], [-1.647, 6.847, -1.512], [-1.190, 6.190, -2.444], [-1.011, 7.099, -0.475], [-3.187, 8.187, -1.379], [-3.658, 6.544, -0.768], [-3.585, 6.947, -2.464], [2.694, 1.582, 0.882], [3.001, 0.170, 0.960], [3.062, -0.403, 2.040], [3.360, -0.485, 0.012], [3.068, 1.891, -0.094], [3.266, 2.005, 1.708], [1.622, 1.717, 1.027], [9.615, -0.484, -3.373], [10.170, -0.289, -2.005], [11.324, -0.595, -1.757], [9.418, 0.104, -1.155], [10.035, -1.393, -3.803], [9.828, 0.433, -3.922], [8.547, -0.657, -3.506]],
  "atomic_forces_ev_per_a": [[-0.4, -0.5, -0.8], [0.2, -0.2, -1.1], [1.5, -2.5, 1.9], [-4.6, 0.3, -0.5], [2.3, 1.9, -1.3], [2.4, 1.4, 3.2], [-0.2, 0.6, -1.1], [0.4, -1.0, -1.5], [-0.7, -1.0, -0.1], [0.0, 0.1, 0.3], [-0.2, 0.0, -0.1], [-0.1, 0.4, 0.6], [-0.4, 0.4, 0.0], [-0.3, 0.1, 0.3], [0.2, 0.2, -0.7], [2.5, 1.5, 2.1], [-1.1, -0.5, -0.4], [-1.3, -0.6, -0.9], [0.0, -0.6, -0.1], [0.1, 0.3, -0.4], [-0.3, -0.4, 0.4], [-1.3, 1.5, -0.7], [1.4, -2.4, 1.1], [-0.4, 1.1, 0.5], [-1.1, 0.3, -1.6], [-0.1, -0.1, 0.6], [0.7, 0.1, 0.3], [0.7, -0.5, -0.2], [0.2, 0.4, -0.1], [1.7, -3.7, 1.5], [-1.1, 1.6, 1.2], [-0.4, 1.0, -2.4], [-0.3, 0.3, 0.2], [-0.3, 0.3, -0.2], [0.2, 0.1, -0.1], [0.1, -0.3, -1.2], [0.0, -1.0, 0.9], [-0.1, 0.1, -1.1], [-1.0, 0.7, 0.3], [0.7, 0.5, 0.0], [0.4, -0.3, -0.1], [-0.1, 0.4, 1.3]]
}

---

{
  "formula": "C61H85AsCaGe2N4P3",
  "method": "ωB97M-V with the def2-TZVPD basis set",
  "homo_ev": [-5.98, -6.44],
  "relative_energy_ev": 0.250,
  "lumo_ev": [0.23, 0.00],
  "s_squared": 0.763,
  "multiplicity": 2,
  "symbols": ["Ca", "C", "C", "C", "P", "C", "N", "Ge", "N", "C", "P", "C", "C", "C", "C", "C", "C", "C", "C", "C", "C", "C", "C", "N", "C", "C", "C", "C", "C", "C", "C", "C", "C", "C", "C", "C", "N", "C", "P", "C", "C", "C", "C", "C", "C", "C", "C", "C", "H", "H", "H", "H", "H", "H", "H", "H", "H", "H", "H", "H", "H", "H", "H", "H", "H", "H", "H", "H", "H", "H", "H", "H", "H", "H", "H", "H", "H", "H", "H", "H", "H", "H", "H", "H", "H", "H", "H", "H", "H", "H", "H", "H", "H", "H", "H", "H", "H", "H", "H", "H", "H", "H", "H", "H", "H", "H", "H", "H", "C", "C", "C", "C", "C", "C", "As", "C", "C", "C", "C", "C", "C", "C", "C", "C", "C", "C", "C", "H", "H", "H", "H", "H", "H", "H", "H", "H", "H", "H", "H", "H", "H", "H", "C", "Ge", "C", "C", "C", "H", "H", "H", "H", "H", "H", "H", "H", "H", "H"],
  "xyz": [[-0.447, -0.398, -0.301], [0.739, 0.334, 5.211], [1.044, 0.296, 3.717], [2.207, -0.667, 3.425], [-0.376, -0.026, 2.589], [-1.396, 1.543, 2.640], [-0.890, 2.690, 1.913], [-0.337, 2.513, -0.138], [1.141, 3.280, -1.206], [1.950, 2.453, -2.075], [2.284, 0.742, -1.450], [3.601, 0.969, -0.173], [4.924, 1.549, -0.660], [3.046, 1.781, 1.008], [3.159, 0.036, -2.928], [3.872, 1.020, -3.860], [2.163, -0.806, -3.732], [1.198, 4.632, -1.416], [1.946, 5.289, -2.410], [1.900, 6.674, -2.532], [1.106, 7.444, -1.693], [0.358, 6.805, -0.711], [0.422, 5.436, -0.571], [-0.316, 4.690, 0.448], [0.253, 4.736, 1.790], [1.082, 5.723, 2.276], [1.475, 5.703, 3.615], [0.997, 4.692, 4.438], [0.189, 3.674, 3.938], [-0.172, 3.643, 2.579], [-1.742, 5.056, 0.409], [-2.269, 6.091, 1.148], [-3.579, 6.510, 0.926], [-4.314, 5.889, -0.074], [-3.792, 4.814, -0.788], [-2.512, 4.320, -0.508], [-1.926, 3.189, -1.049], [-2.739, 2.184, -1.722], [-3.365, 0.820, -0.586], [-4.589, 1.711, 0.472], [-5.850, 2.211, -0.232], [-4.977, 0.904, 1.722], [-4.293, -0.283, -1.754], [-4.970, 0.366, -2.959], [-5.284, -1.150, -0.970], [-1.568, -1.226, 3.348], [-0.879, -2.550, 3.690], [-2.419, -0.721, 4.512], [1.601, 0.740, 5.747], [-0.121, 0.958, 5.452], [0.548, -0.669, 5.602], [1.348, 1.298, 3.401], [1.995, -1.666, 3.819], [2.401, -0.762, 2.354], [3.126, -0.312, 3.902], [-2.343, 1.233, 2.192], [-1.622, 1.785, 3.680], [1.502, 2.329, -3.074], [2.924, 2.915, -2.242], [3.787, -0.051, 0.169], [4.806, 2.571, -1.033], [5.627, 1.592, 0.179], [5.383, 0.939, -1.439], [2.904, 2.829, 0.733], [2.076, 1.404, 1.348], [3.740, 1.741, 1.855], [3.905, -0.636, -2.499], [3.157, 1.583, -4.466], [4.505, 1.736, -3.336], [4.511, 0.459, -4.549], [1.361, -0.175, -4.133], [2.651, -1.296, -4.581], [1.707, -1.580, -3.120], [2.543, 4.720, -3.109], [2.485, 7.152, -3.308], [1.053, 8.519, -1.806], [-0.290, 7.383, -0.062], [1.421, 6.518, 1.623], [2.126, 6.476, 4.003], [1.262, 4.683, 5.490], [-0.154, 2.901, 4.609], [-1.650, 6.585, 1.890], [-4.001, 7.321, 1.506], [-5.315, 6.239, -0.305], [-4.389, 4.362, -1.566], [-3.566, 2.632, -2.272], [-2.131, 1.674, -2.477], [-4.002, 2.571, 0.806], [-6.558, 1.393, -0.388], [-6.341, 2.962, 0.395], [-5.651, 2.675, -1.197], [-5.654, 0.086, 1.473], [-4.114, 0.473, 2.232], [-5.493, 1.555, 2.433], [-3.507, -0.945, -2.135], [-5.800, 1.009, -2.665], [-4.276, 0.957, -3.560], [-5.372, -0.419, -3.605], [-6.153, -0.562, -0.667], [-5.650, -1.972, -1.587], [-4.834, -1.580, -0.074], [-2.242, -1.422, 2.505], [-0.206, -2.435, 4.545], [-1.624, -3.305, 3.955], [-0.302, -2.941, 2.854], [-1.814, -0.470, 5.383], [-3.015, 0.153, 4.247], [-3.113, -1.512, 4.812], [2.071, -6.365, 2.707], [1.899, -6.855, 1.418], [1.764, -5.982, 0.342], [1.798, -4.605, 0.543], [1.954, -4.126, 1.845], [2.095, -4.993, 2.919], [1.634, -3.241, -0.856], [3.667, -3.022, -1.062], [4.390, -2.626, 0.063], [5.737, -2.295, -0.026], [6.387, -2.339, -1.254], [5.677, -2.713, -2.386], [4.327, -3.045, -2.291], [1.353, -4.244, -2.503], [0.300, -3.853, -3.327], [0.035, -4.520, -4.515], [0.827, -5.597, -4.893], [1.892, -5.987, -4.087], [2.158, -5.309, -2.904], [2.176, -7.049, 3.541], [1.863, -7.924, 1.244], [1.605, -6.391, -0.646], [1.956, -3.057, 2.025], [2.216, -4.598, 3.923], [3.903, -2.576, 1.030], [6.279, -1.998, 0.866], [7.436, -2.081, -1.327], [6.172, -2.745, -3.351], [3.790, -3.310, -3.193], [-0.323, -3.023, -3.023], [-0.795, -4.208, -5.139], [0.619, -6.129, -5.813], [2.519, -6.821, -4.381], [3.004, -5.608, -2.298], [-3.253, -4.286, 0.573], [-1.887, -4.167, -0.842], [-2.877, -3.867, -2.523], [-1.250, -6.025, -0.978], [-0.634, -2.776, -0.362], [-4.023, -4.994, 0.247], [-3.731, -3.325, 0.779], [-2.810, -4.659, 1.502], [-3.099, -4.848, -2.958], [-2.333, -3.281, -3.272], [-3.823, -3.368, -2.316], [-2.116, -6.668, -1.172], [-0.791, -6.339, -0.038], [-0.528, -6.162, -1.789], [-0.439, -2.984, 0.708]],
  "atomic_forces_ev_per_a": [[0.4, -0.3, -0.2], [0.1, 0.0, 0.1], [0.2, -0.2, 0.0], [-0.1, 0.0, 0.1], [-0.2, 0.3, -0.1], [0.3, 0.1, -0.1], [0.2, 0.0, 0.0], [-0.4, 0.0, -0.1], [0.2, 0.1, 0.1], [-0.1, 0.0, 0.2], [-0.4, 0.0, -0.1], [-0.1, 0.2, 0.1], [0.1, 0.1, 0.1], [0.1, 0.0, 0.0], [-0.1, 0.0, -0.1], [0.1, 0.0, 0.0], [0.1, 0.2, -0.1], [0.1, 0.0, -0.2], [-0.1, 0.1, 0.0], [0.0, -0.1, 0.1], [0.1, -0.1, -0.1], [-0.1, 0.1, 0.0], [-0.1, -0.3, 0.3], [-0.1, 0.6, 0.1], [-0.2, -0.1, -0.3], [0.0, 0.0, 0.0], [-0.1, -0.1, 0.0], [0.0, 0.0, -0.1], [0.1, 0.1, -0.1], [0.0, 0.0, 0.2], [0.4, -0.2, 0.0], [0.0, 0.1, 0.0], [0.0, -0.1, 0.0], [0.1, 0.0, 0.0], [0.0, 0.0, 0.1], [0.0, -0.2, -0.2], [-0.2, 0.1, 0.1], [0.0, 0.2, 0.3], [0.3, 0.1, -0.2], [-0.1, -0.2, 0.2], [-0.1, 0.1, 0.1], [-0.1, 0.0, 0.0], [-0.1, -0.1, 0.0], [0.0, 0.0, -0.1], [0.0, 0.0, -0.1], [0.1, -0.1, 0.1], [-0.1, 0.0, 0.1], [-0.1, -0.1, 0.0], [0.0, 0.0, 0.0], [0.0, 0.0, 0.0], [0.0, 0.1, 0.0], [0.0, 0.1, 0.0], [0.0, 0.1, 0.0], [0.0, 0.0, 0.0], [-0.1, 0.0, 0.0], [0.0, 0.0, 0.0], [0.0, 0.1, 0.0], [0.0, 0.0, 0.0], [0.1, 0.1, 0.0], [0.0, -0.1, 0.0], [0.0, -0.1, 0.0], [0.0, 0.0, 0.0], [0.0, 0.0, 0.0], [0.0, 0.0, 0.0], [0.1, 0.0, -0.1], [0.0, 0.0, -0.1], [0.0, 0.0, 0.0], [0.0, 0.0, 0.0], [0.0, -0.1, 0.0], [0.0, 0.0, 0.0], [0.0, 0.0, 0.0], [0.0, 0.0, 0.0], [0.0, 0.0, 0.0], [0.0, 0.0, 0.0], [0.0, 0.0, 0.0], [0.0, 0.0, 0.0], [0.0, 0.0, 0.0], [0.0, 0.0, 0.0], [0.0, 0.0, 0.0], [0.0, 0.0, -0.1], [0.0, 0.0, 0.0], [0.0, 0.0, 0.0], [0.0, 0.0, 0.0], [0.1, 0.0, 0.0], [0.0, 0.0, 0.0], [0.0, 0.1, 0.0], [0.0, 0.0, -0.1], [0.0, 0.1, 0.0], [0.0, 0.1, 0.0], [0.0, -0.1, -0.1], [0.0, 0.0, 0.0], [0.0, 0.0, 0.0], [-0.1, 0.0, -0.1], [0.0, 0.0, 0.0], [0.0, -0.1, 0.0], [0.0, 0.0, 0.0], [0.0, 0.0, 0.0], [0.0, 0.0, 0.0], [0.1, -0.1, 0.0], [0.0, 0.0, 0.0], [0.0, 0.0, 0.0], [-0.1, 0.0, -0.1], [0.0, 0.0, -0.1], [0.0, 0.0, 0.0], [0.0, 0.0, 0.0], [0.0, 0.0, 0.0], [0.0, 0.0, 0.0], [0.0, 0.0, 0.0], [0.0, 0.0, -0.1], [0.0, 0.1, 0.0], [0.0, 0.0, 0.1], [0.0, 0.0, 0.1], [0.0, -0.1, 0.0], [0.0, 0.0, 0.0], [0.4, -0.1, 0.1], [0.0, 0.0, -0.1], [0.1, 0.0, -0.1], [0.0, 0.0, 0.0], [-0.1, 0.0, 0.0], [-0.1, 0.0, 0.0], [0.1, 0.0, 0.1], [-0.1, 0.0, -0.1], [0.2, 0.0, 0.0], [0.1, 0.0, 0.0], [0.0, 0.0, 0.1], [-0.1, 0.0, 0.0], [0.0, 0.0, 0.0], [0.0, 0.0, 0.0], [0.0, 0.0, 0.0], [0.0, 0.0, 0.0], [0.0, 0.0, 0.0], [0.0, 0.0, -0.1], [0.0, 0.0, 0.0], [0.0, 0.0, 0.0], [0.0, 0.0, 0.0], [0.0, 0.0, 0.0], [0.0, 0.0, 0.0], [0.0, 0.0, 0.0], [0.0, 0.0, 0.0], [0.0, 0.0, 0.0], [0.0, 0.0, 0.0], [0.0, 0.0, 0.0], [-0.1, 0.0, 0.1], [0.1, -0.2, 0.0], [0.0, 0.0, -0.2], [0.0, -0.1, 0.0], [-0.5, -0.3, -0.1], [0.0, 0.1, 0.1], [0.0, -0.1, 0.0], [0.0, 0.0, -0.1], [0.0, 0.1, 0.0], [-0.2, -0.1, 0.2], [-0.1, 0.0, 0.0], [0.1, 0.1, 0.0], [-0.1, 0.0, -0.1], [-0.1, 0.0, 0.1], [0.1, 0.1, 0.0]]
}

---

{
  "formula": "C5H9NS",
  "method": "ωB97M-V with the def2-TZVPD basis set",
  "homo_ev": -8.92,
  "relative_energy_ev": 1.348,
  "smiles": "S[C@@H]1[C@H]2CNC[C@@H]12",
  "lumo_ev": 0.94,
  "multiplicity": 1,
  "symbols": ["S", "C", "C", "C", "N", "C", "C", "H", "H", "H", "H", "H", "H", "H", "H", "H"],
  "xyz": [[0.025, -2.432, 0.325], [-0.054, -0.681, 0.530], [-0.864, 0.183, -0.391], [-1.059, 1.661, 0.039], [0.130, 2.421, -0.301], [1.227, 1.454, -0.137], [0.653, 0.071, -0.563], [-1.050, -2.775, 1.212], [0.152, -0.375, 1.566], [-1.559, -0.317, -1.075], [-1.917, 2.172, -0.465], [-1.170, 1.746, 1.149], [0.117, 2.677, -1.264], [2.194, 1.768, -0.622], [1.413, 1.383, 0.967], [1.078, -0.450, -1.445]],
  "atomic_forces_ev_per_a": [[-1.6, -1.0, 1.2], [0.6, 0.1, 0.3], [0.5, 0.5, -0.1], [-1.1, 0.5, 0.2], [1.0, -0.4, 0.4], [0.4, -0.3, 0.8], [0.1, 0.3, -0.7], [1.4, 0.4, -1.2], [-0.2, 0.2, -0.5], [0.3, 0.3, 0.3], [0.4, -0.7, 0.6], [-0.2, -0.2, -0.8], [-0.2, 0.2, -0.8], [-1.2, -0.3, 0.3], [0.2, 0.2, -0.8], [-0.3, 0.2, 0.8]]
}

---

{
  "formula": "C12H13BrMnO2",
  "method": "ωB97M-V with the def2-TZVPD basis set",
  "charge": -1,
  "homo_ev": [-2.23, -2.25],
  "relative_energy_ev": 0.000,
  "lumo_ev": [2.36, 2.36],
  "s_squared": 6.112,
  "multiplicity": 5,
  "symbols": ["C", "C", "C", "H", "C", "C", "H", "H", "H", "H", "Mn", "Br", "C", "C", "C", "H", "C", "C", "H", "H", "H", "H", "C", "O", "C", "O", "H", "H", "H"],
  "xyz": [[0.060, -0.608, -2.139], [0.997, 0.399, -2.536], [2.319, -0.044, -2.160], [0.781, 1.318, -3.077], [2.192, -1.321, -1.492], [0.784, -1.653, -1.444], [0.355, -2.538, -0.977], [-1.005, -0.573, -2.341], [3.251, 0.424, -2.475], [3.028, -1.937, -1.156], [1.096, 0.161, -0.430], [-0.827, 0.255, 0.809], [-2.679, -1.199, 3.264], [-2.674, -2.535, 2.763], [-3.508, -2.575, 1.601], [-2.136, -3.376, 3.196], [-4.032, -1.263, 1.389], [-3.514, -0.409, 2.410], [-3.714, 0.655, 2.518], [-2.142, -0.836, 4.137], [-3.717, -3.453, 0.992], [-4.709, -0.961, 0.593], [2.839, 3.889, -0.713], [2.096, 2.670, -0.896], [2.471, 1.554, -0.254], [3.421, 1.394, 0.501], [3.706, 3.881, -1.377], [3.129, 4.035, 0.329], [2.134, 4.649, -1.035]],
  "atomic_forces_ev_per_a": [[0.9, 0.0, -1.0], [-0.3, -1.5, -1.3], [-0.5, -0.9, -0.3], [0.0, -0.3, 0.3], [-0.7, -0.4, -1.2], [0.9, -0.1, -1.1], [0.1, 0.4, -0.1], [0.2, 0.0, 0.4], [-0.3, 0.0, 0.4], [-0.4, 0.3, 0.1], [-0.3, 1.0, 2.2], [0.1, 0.4, 0.5], [-0.6, -0.2, -0.8], [-0.4, 0.7, -0.4], [0.2, 0.7, 0.5], [-0.1, 0.1, -0.1], [0.6, -0.2, 0.7], [0.0, -1.1, 0.1], [0.0, -0.2, 0.0], [0.0, -0.1, -0.1], [0.0, 0.1, 0.1], [0.1, -0.1, 0.1], [-0.2, -0.2, -0.2], [0.6, 0.5, 0.1], [0.4, -0.3, 2.0], [-0.6, 1.0, -1.2], [0.1, 0.1, 0.2], [0.0, -0.1, -0.1], [0.2, 0.2, 0.1]]
}

---

Sequential DFT total energy output: -10986.7445 -43146.6132 -290772.0887 -17654.8454 -118111.0839 eV